a | C22H22N2O4 | ωB97M-V/def2-TZVPD

Results
SMILES: COc1cc(C(=O)N2CCc3ccccc32)ccc1OCc1c(C)noc1C
Frontier orbital gap (Eh): 0.3204
LUMO (eV): 0.580

Atoms and positions in Å:
C  3.62196  1.06304  2.46666
O  2.42868  0.43153  2.86288
C  1.30109  0.66910  2.13824
C  1.24867  1.40495  0.96728
C  0.05026  1.54909  0.27387
C  0.03724  2.37162  -0.97901
O  0.22862  3.57161  -0.96197
N  -0.19352  1.66204  -2.11592
C  -0.30874  0.20527  -2.16330
C  -0.21950  -0.17437  -3.65102
C  -0.28938  1.15238  -4.34859
C  -0.35994  1.43062  -5.69517
C  -0.39629  2.75879  -6.10172
C  -0.35657  3.77954  -5.16740
C  -0.28378  3.51056  -3.80793
C  -0.25240  2.18553  -3.41132
C  -1.10992  0.99243  0.78094
C  -1.07264  0.26617  1.96102
C  0.11869  0.08393  2.64144
O  0.25195  -0.62260  3.80240
C  -0.67412  -1.66468  4.05331
C  -0.72520  -2.63810  2.92164
C  0.40341  -3.27801  2.32283
C  1.81936  -3.17601  2.74603
N  0.01979  -4.01214  1.31515
O  -1.32892  -3.89765  1.21097
C  -1.78303  -3.06949  2.16758
C  -3.24294  -2.80863  2.22449
H  4.36325  0.78212  3.21303
H  3.51470  2.15167  2.45292
H  3.95238  0.71748  1.48136
H  2.13468  1.86762  0.56274
H  0.48339  -0.25370  -1.56715
H  -1.26977  -0.10256  -1.74023
H  -1.03273  -0.83615  -3.94946
H  0.72167  -0.67857  -3.88088
H  -0.38729  0.63045  -6.41995
H  -0.45412  2.99389  -7.15380
H  -0.38291  4.80698  -5.49821
H  -0.24734  4.30324  -3.08028
H  -2.05133  1.13621  0.27228
H  -1.98671  -0.15105  2.35078
H  -0.29049  -2.14809  4.95759
H  -1.67428  -1.26632  4.26918
H  2.45680  -3.65421  2.00843
H  2.10181  -2.13238  2.86859
H  1.95054  -3.67222  3.70719
H  -3.53500  -2.12827  1.42456
H  -3.51325  -2.37218  3.18175
H  -3.78682  -3.74047  2.08622

b | C22H22N2O4 | ωB97M-V/def2-TZVPD

Results
SMILES: COc1ccc(N2C(=O)[C@H]3CCCC[C@H]3C2=O)cc1NC(=O)c1ccccc1
Frontier orbital gap (Eh): 0.3250
LUMO (eV): 0.656

Atoms and positions in Å:
C  -2.35809  -4.36253  0.31537
O  -2.43125  -2.96321  0.18484
C  -1.26192  -2.26318  0.02282
C  0.00131  -2.82596  -0.01769
C  1.12235  -2.02555  -0.17729
C  0.97545  -0.65530  -0.29737
N  2.11600  0.17236  -0.45836
C  2.34500  1.29981  0.31525
O  1.65933  1.65471  1.23429
C  3.60577  1.96900  -0.20330
C  4.58077  2.26911  0.93519
C  5.03837  0.98806  1.63574
C  5.35071  -0.15031  0.64784
C  5.48406  0.35371  -0.78592
C  4.17006  0.99978  -1.24289
C  3.10773  -0.07593  -1.38902
O  3.11813  -0.99918  -2.15910
C  -0.28424  -0.07081  -0.26519
C  -1.40653  -0.86575  -0.10896
N  -2.70317  -0.35978  -0.06588
C  -3.13657  0.89763  -0.37698
O  -2.41770  1.79356  -0.76837
C  -4.61048  1.07563  -0.21617
C  -5.24575  1.99238  -1.04918
C  -6.60648  2.20950  -0.94339
C  -7.34381  1.52450  0.00852
C  -6.71444  0.62892  0.85758
C  -5.35437  0.40052  0.74758
H  -3.38722  -4.70129  0.42572
H  -1.91848  -4.82487  -0.57341
H  -1.78425  -4.65277  1.20077
H  0.13364  -3.89174  0.07382
H  2.10099  -2.47549  -0.21714
H  3.29954  2.91414  -0.66352
H  4.08798  2.92015  1.65835
H  5.43966  2.80608  0.52907
H  5.92148  1.21981  2.23329
H  4.25709  0.66398  2.32481
H  4.55399  -0.89679  0.67845
H  6.27310  -0.65437  0.93977
H  6.29633  1.07839  -0.85633
H  5.71328  -0.47838  -1.45410
H  4.32309  1.46815  -2.21870
H  -0.39942  0.99532  -0.36083
H  -3.39978  -1.06562  0.13038
H  -4.65116  2.52478  -1.77613
H  -7.09282  2.91601  -1.59940
H  -8.40677  1.69436  0.09603
H  -7.28596  0.10813  1.61192
H  -4.87451  -0.27966  1.43721

Which one sits at the bottom of the stability order? a does.

a | C17H19NOS | ωB97M-V/def2-TZVPD

Results
SMILES: C=CCO/N=C(\C)c1ccc(-c2ccc(C)c(C)c2)s1
Frontier orbital gap (Eh): 0.2935
LUMO (eV): 0.036

Atoms and positions in Å:
C  2.20007  -7.37488  -0.33955
C  0.93724  -7.41058  0.29464
C  -0.06938  -6.21749  0.19263
O  0.35984  -5.02873  0.81776
N  -0.24402  -3.79483  0.42492
C  0.51951  -2.85589  -0.13089
C  1.98375  -3.12329  -0.40283
C  0.08210  -1.48618  -0.16614
C  -1.16399  -1.13926  -0.64849
C  -1.51952  0.17535  -0.39202
C  -0.46927  0.88890  0.11723
C  -0.44717  2.35548  0.19283
C  0.60214  3.06098  0.67945
C  0.80695  4.41740  0.85454
C  -0.07708  5.31196  0.40849
C  0.19564  6.78324  0.69298
C  -1.27077  4.74273  -0.20640
C  -2.50486  5.58420  -0.60926
C  -1.41970  3.29750  -0.24246
S  0.95592  -0.15643  0.54330
H  2.33012  -6.53893  -0.95638
H  2.94088  -8.17510  -0.33770
H  0.67582  -8.28970  0.74374
H  -1.07056  -6.65837  0.62403
H  -0.13508  -6.04630  -0.85848
H  2.40363  -4.00377  -0.11025
H  2.12789  -3.18956  -1.49930
H  2.55009  -2.33831  0.12841
H  -1.90947  -1.84423  -1.03533
H  -2.53230  0.51912  -0.67923
H  1.40259  2.50627  1.06170
H  1.66090  4.75777  1.32030
H  0.72882  6.82538  1.72064
H  -0.69706  7.28485  0.71477
H  0.79303  7.20000  -0.11647
H  -3.07695  4.85381  -1.28677
H  -2.11202  6.46232  -1.19681
H  -3.13379  5.79945  0.24848
H  -2.40394  2.84515  -0.56607

b | C17H19NOS | ωB97M-V/def2-TZVPD

Results
SMILES: O=C(Cc1ccccc1)NCCSCc1ccccc1
Frontier orbital gap (Eh): 0.3476
LUMO (eV): 0.718

Atoms and positions in Å:
O  -0.64410  -2.68628  -1.26380
C  -0.57311  -1.54247  -0.87022
C  -1.38118  -0.39693  -1.46941
C  -2.52390  -0.11276  -0.53386
C  -2.47377  0.95367  0.35412
C  -3.51554  1.18200  1.23636
C  -4.61502  0.34157  1.24655
C  -4.66853  -0.72890  0.36931
C  -3.62933  -0.95502  -0.51443
N  0.19242  -1.17400  0.18152
C  0.94147  -2.14546  0.93996
C  2.36532  -2.35164  0.42832
S  3.53218  -1.03092  0.89576
C  3.39189  0.14178  -0.49965
C  2.31500  1.17466  -0.36560
C  1.67494  1.65480  -1.50243
C  0.72606  2.65829  -1.40226
C  0.39815  3.18525  -0.16378
C  1.02274  2.70231  0.97476
C  1.97760  1.70589  0.87370
H  -0.75126  0.48447  -1.59157
H  -1.75482  -0.72156  -2.44086
H  -1.62012  1.61746  0.34834
H  -3.46716  2.01888  1.91796
H  -5.42734  0.51982  1.93549
H  -5.52304  -1.38949  0.37425
H  -3.66583  -1.79367  -1.19393
H  0.25822  -0.20336  0.44416
H  0.96306  -1.84449  1.98974
H  0.40922  -3.09746  0.84442
H  2.37450  -2.45104  -0.65614
H  2.78194  -3.25465  0.87347
H  4.36651  0.63576  -0.52810
H  3.27379  -0.44253  -1.41254
H  1.92814  1.24776  -2.47126
H  0.24107  3.02963  -2.29326
H  -0.33926  3.97071  -0.08813
H  0.77023  3.10667  1.94388
H  2.47262  1.33226  1.75822

c | C17H19NOS | ωB97M-V/def2-TZVPD

Results
SMILES: COc1ccc(CC(=S)NCCc2ccccc2)cc1
Frontier orbital gap (Eh): 0.3252
LUMO (eV): 0.716

Atoms and positions in Å:
C  -2.64160  -2.92972  -1.08259
O  -2.31778  -2.24283  0.10102
C  -1.02120  -1.88653  0.31124
C  0.03409  -2.16163  -0.55101
C  1.31537  -1.74772  -0.22944
C  1.57452  -1.05444  0.94273
C  2.97968  -0.61234  1.27084
C  3.65004  0.10565  0.13262
S  4.98825  -0.51619  -0.59481
N  3.17614  1.29206  -0.27206
C  1.91249  1.90042  0.06366
C  0.88136  1.67588  -1.05601
C  -0.54688  1.65397  -0.58201
C  -1.47637  0.88302  -1.27063
C  -2.79686  0.83115  -0.86591
C  -3.20862  1.54649  0.24499
C  -2.29531  2.32601  0.93120
C  -0.97557  2.38528  0.51705
C  0.51449  -0.78798  1.80269
C  -0.76467  -1.19710  1.49615
H  -2.12890  -3.89540  -1.14201
H  -2.40156  -2.33641  -1.97087
H  -3.71679  -3.09745  -1.04180
H  -0.12445  -2.69894  -1.47288
H  2.12957  -1.97169  -0.90412
H  3.59002  -1.48827  1.50420
H  2.97025  0.03551  2.15224
H  3.67008  1.69414  -1.05937
H  1.54525  1.46063  0.98888
H  2.07903  2.97003  0.22327
H  0.99737  2.44935  -1.82146
H  1.09662  0.71440  -1.52892
H  -1.15512  0.31876  -2.13514
H  -3.50641  0.22770  -1.41223
H  -4.23663  1.49837  0.57128
H  -2.61009  2.89434  1.79434
H  -0.28079  3.00981  1.05825
H  0.69113  -0.25851  2.72884
H  -1.59017  -0.98981  2.15778

Which one sits at the bottom of the stability order? a does.